Here is 6 unconnected molecules or ions with the total composition C19H32F17O11S3 at a distorted geometry from OMol25. Energies are from ωB97M-V/def2-TZVPD.

Calculated values
**Spin multiplicity**: 1
**Energy**: -4462.9972 Eh
**Charge**: -1

Each line ends with the Löwdin charge.
Positions of all 82 atoms, in Å:
F  0.346  -0.317  -1.413  -0.98
O  7.707  1.692  -2.379  -0.31
S  7.028  0.474  -1.931  0.69
O  6.736  -0.670  -2.784  -0.28
O  7.988  -0.130  -0.717  -0.28
C  8.920  0.695  -0.072  -0.31
C  9.001  0.181  1.347  -0.09
C  5.571  0.893  -0.887  -0.09
H  8.552  1.710  0.083  0.11
H  9.911  0.625  -0.519  0.12
H  9.674  0.672  2.051  0.08
H  9.360  -0.847  1.306  0.07
H  8.016  0.082  1.803  0.08
H  4.830  1.325  -1.561  0.08
H  5.876  1.547  -0.070  0.06
H  5.171  -0.027  -0.462  0.08
O  -3.406  -3.773  -4.586  -0.29
S  -4.544  -2.885  -4.872  0.69
O  -4.452  -1.840  -5.927  -0.32
O  -5.859  -3.876  -5.203  -0.27
C  -6.952  -3.278  -5.890  -0.33
C  -8.167  -4.152  -5.782  -0.07
C  -5.036  -2.091  -3.359  -0.11
H  -6.699  -3.242  -6.949  0.12
H  -7.160  -2.279  -5.507  0.11
H  -8.336  -4.396  -4.733  0.08
H  -7.886  -4.995  -6.414  0.08
H  -9.051  -3.678  -6.209  0.08
H  -5.310  -2.930  -2.719  0.08
H  -5.787  -1.345  -3.617  0.07
H  -4.082  -1.657  -3.058  0.08
O  -4.081  4.175  -3.982  -0.29
S  -3.101  4.820  -4.851  0.67
O  -3.154  4.737  -6.274  -0.29
O  -3.022  6.438  -4.420  -0.26
C  -2.230  7.292  -5.141  -0.34
C  -2.516  8.626  -4.503  -0.09
C  -1.453  4.199  -4.291  -0.09
H  -2.572  7.382  -6.172  0.12
H  -1.152  7.133  -5.104  0.12
H  -2.254  8.716  -3.449  0.08
H  -3.557  8.905  -4.668  0.08
H  -1.961  9.492  -4.864  0.07
H  -0.640  4.903  -4.468  0.06
H  -1.302  3.236  -4.779  0.07
H  -1.518  3.970  -3.227  0.07
C  1.448  2.001  3.411  -0.02
C  0.136  2.729  3.010  -0.51
C  -1.023  1.721  2.817  -0.29
F  -1.148  0.758  3.761  0.09
F  -2.240  2.322  2.727  0.08
F  -0.212  3.542  3.972  0.15
F  0.346  3.435  1.913  0.16
O  2.500  2.958  3.621  0.02
C  3.212  3.040  4.810  -0.55
C  4.077  4.281  4.756  -0.32
F  3.376  5.393  4.589  0.14
F  4.742  4.394  5.915  0.09
F  2.348  3.011  5.788  0.19
F  3.879  1.847  4.933  0.12
H  1.723  1.388  2.553  0.15
H  1.300  1.344  4.268  0.14
H  -0.864  1.261  1.841  0.17
H  4.887  4.154  4.037  0.17
C  -1.334  -5.821  4.085  -0.04
C  -0.469  -5.070  3.011  -0.49
C  -1.452  -4.540  1.962  -0.28
F  -1.876  -5.490  1.048  0.06
F  -2.585  -3.884  2.294  0.09
F  0.060  -4.010  3.579  0.16
F  0.537  -5.776  2.479  0.16
O  -0.490  -6.084  5.203  -0.02
C  -1.093  -6.743  6.339  -0.50
C  0.081  -6.904  7.316  -0.35
F  -0.381  -7.424  8.472  0.09
F  1.058  -7.574  6.793  0.17
F  -2.103  -6.040  6.814  0.18
F  -1.602  -7.934  5.914  0.13
H  -1.636  -6.817  3.760  0.14
H  -2.209  -5.271  4.430  0.14
H  -0.874  -3.799  1.409  0.17
H  0.434  -5.910  7.591  0.17